{"formula": "C2H4IN", "method": "ωB97M-V/def2-TZVPD", "homo_energy_ev": [-7.46, -7.44], "relative_energy_kcal_mol": 107.6, "total_charge": 0, "e_lumo_ha": [-0.15823, -0.16026], "homo_lumo_gap_ev": [3.16, 3.08], "symbols": ["C", "C", "N", "I", "H", "H", "H", "H"], "positions_angstrom": [[-0.601, 0.257, 0.141], [0.764, 0.112, -0.146], [-1.537, -0.106, -0.651], [-5.212, 1.059, -0.547], [-0.987, 0.674, 1.006], [1.061, -0.150, -1.154], [1.391, 0.034, 0.627], [-1.130, -0.648, -1.415]], "forces_ev_per_angstrom": [[1.65, 0.64, -0.94], [-3.29, -0.36, -2.12], [-1.59, -1.73, -1.08], [0.55, -0.06, -0.04], [-0.01, 0.93, 2.09], [0.12, 0.07, 0.08], [2.81, 0.05, 2.70], [-0.23, 0.47, -0.68]], "lowdin_charge": [-0.311, 0.171, 0.134, -0.234, 0.084, 0.079, 0.018, 0.059]}